# 1
16 unconnected molecules or ions with the total composition C64H128O32 in a non-equilibrium geometry, computed with ωB97M-V/def2-TZVPD.

```
! RIJCOSX wB97M-V def2-TZVPD def2/J DEFGRID3
* xyz 0 1
O 8.12 -0.38 -1.74
C 7.56 0.61 -1.36
O 7.02 0.67 -0.09
C 7.03 -0.49 0.69
C 8.02 -0.40 1.84
C 7.54 1.91 -2.05
H 7.26 -1.41 0.07
H 6.01 -0.54 1.11
H 7.89 0.53 2.39
H 9.03 -0.67 1.56
H 7.81 -1.15 2.53
H 8.37 2.50 -1.74
H 6.67 2.42 -1.60
H 7.40 1.86 -3.14
O 1.43 6.31 -1.01
C 1.57 6.06 0.17
O 2.66 5.51 0.69
C 3.68 5.09 -0.25
C 3.55 3.56 -0.32
C 0.53 6.22 1.25
H 4.63 5.37 0.20
H 3.59 5.58 -1.24
H 3.61 3.28 0.73
H 4.37 3.02 -0.78
H 2.58 3.32 -0.76
H -0.22 6.92 0.87
H 0.90 6.57 2.18
H 0.09 5.24 1.34
O 5.12 0.57 -3.39
C 4.51 -0.13 -4.19
O 4.59 -1.44 -4.18
C 5.06 -2.16 -3.03
C 5.51 -3.54 -3.56
C 3.69 0.28 -5.34
H 4.23 -2.24 -2.37
H 5.85 -1.64 -2.47
H 5.94 -4.15 -2.71
H 6.29 -3.39 -4.29
H 4.66 -3.95 -4.03
H 2.73 -0.16 -5.08
H 3.93 -0.29 -6.24
H 3.62 1.37 -5.46
O 1.67 -5.41 -3.30
C 0.98 -4.55 -2.81
O 1.24 -3.97 -1.59
C 2.38 -4.42 -0.85
C 2.09 -5.67 -0.10
C -0.22 -3.96 -3.37
H 2.44 -3.60 -0.13
H 3.24 -4.60 -1.50
H 1.96 -6.50 -0.80
H 1.10 -5.56 0.30
H 2.76 -5.94 0.71
H -0.22 -4.33 -4.43
H -0.22 -2.89 -3.44
H -1.14 -4.27 -2.82
O -6.74 2.13 0.56
C -5.67 2.64 0.25
O -5.55 3.70 -0.68
C -6.66 4.11 -1.48
C -6.61 3.32 -2.81
C -4.31 2.27 0.77
H -6.47 5.19 -1.68
H -7.56 3.99 -0.92
H -7.16 3.96 -3.57
H -7.01 2.32 -2.67
H -5.58 3.31 -3.21
H -4.13 1.24 0.51
H -4.48 2.32 1.86
H -3.56 2.93 0.35
O -3.25 -4.97 -3.20
C -3.99 -4.04 -3.07
O -4.19 -3.13 -4.08
C -3.45 -3.45 -5.30
C -4.47 -4.05 -6.29
C -4.75 -3.81 -1.84
H -2.60 -4.05 -5.02
H -3.15 -2.48 -5.67
H -3.90 -4.54 -7.12
H -5.12 -3.19 -6.54
H -5.09 -4.78 -5.76
H -4.80 -2.74 -1.58
H -4.28 -4.31 -1.03
H -5.76 -4.26 -2.04
O -2.14 -2.40 4.21
C -3.13 -1.95 4.70
O -3.76 -0.86 4.33
C -3.18 0.07 3.33
C -2.92 1.46 3.85
C -3.90 -2.73 5.75
H -3.97 0.09 2.54
H -2.38 -0.50 2.95
H -2.67 1.98 2.92
H -2.01 1.45 4.45
H -3.81 1.94 4.23
H -4.00 -2.14 6.68
H -3.28 -3.57 5.92
H -4.86 -3.03 5.34
O -1.43 1.51 0.00
C -0.47 2.23 0.11
O -0.20 3.37 -0.66
C -1.05 3.58 -1.87
C -1.67 4.97 -1.70
C 0.52 2.10 1.25
H -1.68 2.75 -2.01
H -0.43 3.68 -2.71
H -2.49 4.91 -0.95
H -2.10 5.46 -2.59
H -0.88 5.66 -1.33
H 0.03 2.31 2.16
H 1.43 2.68 1.26
H 0.87 1.06 1.26
O 3.19 2.64 3.44
C 3.83 1.65 3.73
O 3.29 0.45 4.05
C 1.88 0.48 4.32
C 1.66 0.65 5.77
C 5.37 1.63 3.60
H 1.44 -0.42 3.85
H 1.53 1.37 3.76
H 0.61 0.55 5.88
H 2.01 1.62 6.06
H 2.12 -0.18 6.31
H 5.73 2.33 2.90
H 5.70 0.66 3.39
H 5.78 1.94 4.57
O 5.79 -2.28 3.76
C 4.84 -2.84 3.31
O 3.75 -3.22 4.07
C 3.69 -2.63 5.40
C 2.36 -3.01 6.00
C 4.65 -3.31 1.88
H 3.79 -1.54 5.31
H 4.61 -2.79 6.01
H 2.17 -2.67 7.04
H 2.33 -4.11 6.01
H 1.62 -2.70 5.32
H 3.71 -2.97 1.53
H 4.61 -4.42 1.89
H 5.46 -2.92 1.30
O -3.68 -5.93 1.45
C -2.65 -6.35 1.06
O -1.61 -6.57 1.88
C -1.87 -6.28 3.28
C -0.54 -6.31 3.91
C -2.24 -6.56 -0.38
H -2.54 -7.07 3.64
H -2.37 -5.32 3.31
H -0.55 -6.09 5.02
H 0.12 -5.49 3.53
H -0.12 -7.32 3.61
H -2.82 -7.38 -0.87
H -1.26 -6.98 -0.46
H -2.26 -5.62 -0.97
O -2.27 6.55 3.93
C -2.29 5.64 3.17
O -1.51 4.58 3.32
C -0.47 4.60 4.40
C -0.94 4.40 5.84
C -3.20 5.61 1.88
H -0.01 5.57 4.29
H 0.16 3.75 4.23
H -1.47 3.42 5.97
H -1.63 5.15 6.20
H -0.12 4.27 6.55
H -3.35 4.65 1.42
H -2.67 6.20 1.05
H -4.16 6.15 2.15
O -4.96 -0.95 0.60
C -5.57 -1.91 1.03
O -6.86 -2.08 0.82
C -7.70 -1.00 0.22
C -7.73 -1.35 -1.27
C -4.91 -3.08 1.85
H -7.34 -0.03 0.49
H -8.67 -1.23 0.69
H -7.95 -2.39 -1.29
H -6.72 -1.21 -1.69
H -8.52 -0.80 -1.79
H -3.96 -2.72 2.13
H -4.75 -3.97 1.23
H -5.52 -3.39 2.66
O 0.32 -0.15 -4.21
C -0.61 0.56 -4.61
O -1.83 0.38 -4.10
C -2.09 -0.14 -2.85
C -3.43 0.27 -2.33
C -0.54 1.64 -5.59
H -1.30 0.06 -2.14
H -2.11 -1.31 -2.91
H -3.70 -0.07 -1.40
H -4.16 -0.21 -2.98
H -3.49 1.34 -2.39
H -1.41 1.78 -6.26
H 0.40 1.47 -6.05
H -0.57 2.57 -5.03
O 1.76 -1.37 0.94
C 1.18 -1.11 -0.09
O -0.12 -1.42 -0.31
C -0.66 -2.37 0.59
C -2.07 -2.74 0.25
C 1.83 -0.39 -1.23
H -0.40 -2.01 1.62
H 0.01 -3.23 0.53
H -2.43 -3.53 0.91
H -2.11 -3.04 -0.82
H -2.75 -1.87 0.37
H 1.35 0.48 -1.60
H 1.78 -1.02 -2.07
H 2.85 -0.28 -0.83
O 0.88 4.56 -4.75
C 1.63 5.43 -4.37
O 2.86 5.26 -3.90
C 3.37 3.93 -3.70
C 4.89 3.89 -3.88
C 1.18 6.86 -4.45
H 2.83 3.22 -4.32
H 2.98 3.65 -2.74
H 5.30 4.29 -2.95
H 5.25 4.42 -4.74
H 5.25 2.86 -4.04
H 0.86 7.22 -3.44
H 0.33 6.92 -5.20
H 2.08 7.43 -4.71
*
```

Calculated values
- Energy relative to the best compared isomer or geometry (same formula, charge and spin): 75.6 kcal/mol
- F_max: 4.3 eV Å⁻¹
- E_LUMO: 0.565 eV
- Frontier orbital gap: 10.7 eV
- Calculated total energy: -133966.24879 eV


# 2
8 unconnected molecules or ions with the total composition C45H73N9 in a non-equilibrium geometry, computed with ωB97M-V/def2-TZVPD.

```
! RIJCOSX wB97M-V def2-TZVPD def2/J DEFGRID3
* xyz 0 1
C -3.87 1.93 -1.05
C -3.47 0.86 -2.18
C -3.03 -0.58 -1.62
C -1.77 -0.59 -0.61
C -0.53 0.36 -1.04
C 0.81 -0.50 -1.29
C 1.62 -0.59 0.10
C 3.08 0.14 -0.04
C 3.90 -0.20 1.29
C 5.30 0.61 1.45
C 5.89 1.37 0.24
C 7.26 2.13 0.38
C 7.98 2.10 1.75
C 7.41 1.37 3.04
N 8.21 1.44 4.23
C 7.56 0.69 5.25
C 6.19 -0.05 5.15
N 5.43 -0.09 3.95
C 6.07 0.62 2.87
H -2.94 2.56 -0.81
H -4.37 1.48 -0.13
H -4.64 2.69 -1.49
H -2.67 1.27 -2.92
H -4.42 0.69 -2.82
H -3.93 -1.00 -1.04
H -2.83 -1.31 -2.48
H -2.04 -0.34 0.48
H -1.37 -1.67 -0.60
H -0.32 1.06 -0.15
H -0.71 1.00 -1.97
H 1.48 0.09 -2.02
H 0.64 -1.55 -1.72
H 1.85 -1.70 0.35
H 1.05 -0.16 1.00
H 3.57 -0.39 -0.95
H 2.92 1.26 -0.24
H 3.26 -0.09 2.25
H 4.17 -1.33 1.24
H 5.35 1.37 -0.77
H 7.66 2.66 -0.55
H 8.99 2.64 1.84
H 8.10 0.63 6.27
H 5.80 -0.60 6.08
C 1.42 2.31 -6.58
C 1.14 1.09 -5.69
C -0.28 1.08 -5.13
C -0.51 2.30 -4.29
N -0.69 3.26 -3.62
H 1.34 3.24 -6.01
H 2.44 2.26 -6.97
H 0.73 2.35 -7.42
H 1.87 1.08 -4.87
H 1.31 0.18 -6.28
H -0.43 0.19 -4.52
H -1.01 1.06 -5.95
C -8.26 -0.44 0.20
C -8.19 0.54 -0.97
C -8.06 -0.17 -2.32
C -6.79 -0.98 -2.35
N -5.80 -1.62 -2.37
H -7.35 -1.03 0.29
H -8.38 0.11 1.14
H -9.11 -1.12 0.09
H -7.34 1.21 -0.82
H -9.10 1.15 -0.98
H -8.02 0.57 -3.13
H -8.91 -0.83 -2.50
C -10.77 -3.86 2.40
C -9.55 -4.73 2.13
C -8.39 -4.44 3.09
C -7.96 -3.01 2.94
N -7.61 -1.88 2.83
H -10.55 -2.80 2.25
H -11.58 -4.12 1.71
H -11.14 -4.00 3.42
H -9.22 -4.58 1.10
H -9.83 -5.78 2.23
H -7.55 -5.09 2.87
H -8.70 -4.61 4.13
C 4.55 1.03 10.82
C 4.63 2.01 9.64
C 4.78 1.30 8.29
C 6.05 0.50 8.28
N 7.05 -0.13 8.27
H 5.47 0.45 10.91
H 4.42 1.58 11.75
H 3.72 0.34 10.70
H 5.47 2.69 9.80
H 3.72 2.61 9.63
H 4.81 2.04 7.49
H 3.93 0.64 8.11
C 6.79 -2.86 1.48
C 6.22 -4.21 1.05
C 7.17 -5.00 0.16
C 7.45 -4.23 -1.10
N 7.67 -3.62 -2.09
H 6.97 -2.20 0.62
H 6.09 -2.33 2.14
H 7.73 -2.99 2.01
H 5.27 -4.04 0.53
H 5.99 -4.79 1.95
H 6.72 -5.96 -0.11
H 8.11 -5.20 0.68
C -4.49 -0.76 3.53
C -3.50 0.33 3.14
C -3.77 1.66 3.85
C -5.14 2.16 3.49
N -6.22 2.56 3.21
H -5.51 -0.50 3.24
H -4.24 -1.69 3.02
H -4.47 -0.94 4.61
H -3.54 0.48 2.05
H -2.49 0.00 3.38
H -3.03 2.41 3.55
H -3.70 1.54 4.93
C 0.95 3.24 -12.23
C 1.73 3.80 -11.05
C 2.80 2.83 -10.53
C 2.14 1.56 -10.06
N 1.63 0.55 -9.70
H 0.39 2.34 -11.95
H 0.22 3.98 -12.59
H 1.61 2.99 -13.06
H 1.03 4.05 -10.24
H 2.22 4.73 -11.36
H 3.34 3.28 -9.70
H 3.52 2.59 -11.32
*
```

Calculated values
- F_max: 6.2 eV Å⁻¹
- E_LUMO: -0.635 eV
- Frontier orbital gap: 7.6 eV
- SMILES: CCCCCCCCCc1cccc2nccnc12.CCCC#N.CCCC#N.CCCC#N.CCCC#N.CCCC#N.CCCC#N.CCCC#N
- Calculated total energy: -61251.20570 eV


# 3
A gas-phase ion, C3H7N2S (charge +1) in a non-equilibrium geometry, computed with ωB97M-V/def2-TZVPD.

```
! RIJCOSX wB97M-V def2-TZVPD def2/J DEFGRID3
* xyz 1 1
C -0.36 -1.38 -0.22
C -1.06 0.00 -0.19
C 1.54 -0.43 0.78
N 0.83 -1.39 0.22
N -0.12 0.92 0.31
S 2.84 0.20 -0.17
H -0.70 -2.41 -0.44
H -1.44 0.20 -1.14
H -2.01 0.07 0.35
H 1.67 -0.32 1.78
H 0.42 1.53 -0.43
H -0.31 1.37 1.19
H 2.38 -0.20 -1.31
*
```

Calculated values
- Energy relative to the best compared isomer or geometry (same formula, charge and spin): 53.7 kcal/mol
- F_max: 4.7 eV Å⁻¹
- E_LUMO: -4.396 eV
- Frontier orbital gap: 10.1 eV
- Calculated total energy: -17031.24094 eV


# 4
2 unconnected molecules or ions with the total composition C6H15N3O in a non-equilibrium geometry, computed with ωB97M-V/def2-TZVPD.

```
! RIJCOSX wB97M-V def2-TZVPD def2/J DEFGRID3
* xyz 0 1
C -1.15 1.97 0.64
N -0.77 0.70 0.03
N -1.63 0.37 -1.07
C -0.60 -0.52 1.07
N -1.58 -1.50 0.90
O -0.22 -0.18 2.19
H -0.85 2.78 -0.03
H -2.23 2.02 0.81
H -0.63 2.06 1.59
H -1.89 1.22 -1.56
H -1.08 -0.18 -1.73
H -2.23 -1.36 0.14
H -1.98 -1.80 1.78
C 2.04 1.16 0.43
C 1.21 0.28 -0.44
C 1.05 -1.09 -0.14
C 0.80 -2.10 -1.24
H 1.97 2.22 0.18
H 3.09 0.86 0.34
H 1.78 1.05 1.48
H 1.10 0.62 -1.47
H 1.61 -1.47 0.70
H 0.51 -1.62 -2.18
H -0.02 -2.77 -0.96
H 1.68 -2.70 -1.46
*
```

Calculated values
- Energy relative to the best compared isomer or geometry (same formula, charge and spin): 91.6 kcal/mol
- F_max: 2.1 eV Å⁻¹
- E_LUMO: 0.849 eV
- Frontier orbital gap: 8.1 eV
- SMILES: CN(N)C(N)=O.C/C=C/C
- Calculated total energy: -12979.69680 eV


> What is the formula in the second record?

C45H73N9


> Which value of E_LUMO does entry 2 give?

-0.635 eV


> The highest E_LUMO belongs to which entry?

C6H15N3O


> Which of these has the highest frontier orbital gap?

C64H128O32